{
  "formula": "C3H6O3",
  "method": "ωB97M-V/def2-TZVPD",
  "elements": ["O", "O", "O", "C", "C", "C", "H", "H", "H", "H", "H", "H"],
  "coordinates": [[0.978, -0.565, -1.283], [2.276, 1.253, 0.415], [-1.259, 1.305, -1.124], [1.307, 0.629, 0.760], [0.618, -0.421, -0.136], [-0.508, -1.148, 0.551], [-1.093, -1.750, -0.144], [0.851, 0.748, 1.765], [-1.156, -0.404, 1.026], [-0.360, 1.518, -1.411], [-0.125, -1.800, 1.352], [-1.528, 0.637, -1.771]],
  "spin_multiplicity": 1,
  "relative_energy_kcal_mol": 35.69,
  "e_homo_ev": -9.9,
  "energy_ev": -9349.76911,
  "homo_lumo_gap_ev": 9.35,
  "largest_force_ev_per_a": 0.80
}